Density functional theory data (the ωB97M-V functional and the def2-TZVPD basis) for a molecular structure, C32H40GeIrN4OSeSi.

Computed properties:
Spin multiplicity   5
Expectation value of S²   6.047
Charge   +1

Last column: Löwdin spin population.
Positions of all 81 atoms, in Å:
Ir (-0.033, 0.579, -0.069)  1.41
C (-2.101, -1.714, 0.893)  0.01
N (-0.763, -1.735, 0.276)  0.15
C (0.186, -2.487, 1.124)  0.01
C (-0.818, -2.297, -1.054)  0.09
C (-0.894, -3.667, -1.232)  -0.01
C (-0.953, -4.213, -2.505)  0.10
C (-0.911, -3.373, -3.616)  0.00
C (-0.846, -2.008, -3.453)  0.07
C (-0.832, -1.436, -2.168)  0.03
N (-0.845, -0.083, -1.877)  0.48
C (-1.497, 0.908, -2.606)  0.02
C (-1.725, 0.956, -3.991)  0.06
C (-2.496, 1.959, -4.538)  0.00
C (-3.064, 2.936, -3.726)  0.08
C (-2.799, 2.933, -2.365)  -0.01
C (-1.994, 1.952, -1.819)  0.07
N (-1.660, 1.964, -0.384)  0.01
C (-1.061, 3.300, -0.064)  0.03
C (-2.905, 1.778, 0.412)  0.00
H (-2.475, -2.731, 1.056)  0.00
H (-2.042, -1.205, 1.855)  0.00
H (-2.799, -1.188, 0.245)  0.00
H (-0.233, -3.454, 1.420)  0.00
H (1.114, -2.646, 0.581)  0.00
H (0.399, -1.919, 2.020)  0.00
H (-0.905, -4.318, -0.367)  0.00
H (-1.010, -5.287, -2.630)  0.01
H (-0.919, -3.789, -4.616)  0.00
H (-0.733, -1.396, -4.327)  0.00
H (-1.262, 0.250, -4.656)  0.00
H (-2.652, 1.983, -5.609)  0.00
H (-3.690, 3.709, -4.153)  0.00
H (-3.217, 3.711, -1.741)  0.00
H (-1.741, 4.107, -0.338)  0.00
H (-0.874, 3.357, 1.001)  0.00
H (-0.131, 3.421, -0.619)  0.01
H (-3.582, 2.620, 0.259)  0.00
H (-3.400, 0.866, 0.091)  0.00
H (-2.649, 1.719, 1.464)  0.00
O (3.997, -0.339, 0.698)  0.06
C (2.874, -0.275, 0.362)  0.06
N (1.728, -0.285, -0.013)  0.16
C (5.156, -1.099, -2.456)  0.00
Si (3.699, -1.184, -3.596)  0.07
C (4.180, -0.792, -5.345)  0.03
C (2.821, -2.815, -3.456)  0.00
Se (2.185, 0.477, -3.017)  0.83
H (5.923, -1.809, -2.786)  0.00
H (4.885, -1.347, -1.426)  0.00
H (5.591, -0.096, -2.457)  0.00
H (4.803, -1.601, -5.741)  0.00
H (4.757, 0.135, -5.387)  0.00
H (3.308, -0.685, -5.995)  0.00
H (3.521, -3.644, -3.621)  0.00
H (2.020, -2.890, -4.197)  0.00
H (2.379, -2.935, -2.460)  0.00
Ge (0.407, 1.208, 2.342)  0.09
C (-0.866, 2.373, 3.283)  0.00
C (-2.066, 1.915, 3.836)  0.00
C (-2.901, 2.768, 4.547)  0.00
C (-2.549, 4.100, 4.719)  0.00
C (-1.358, 4.573, 4.185)  0.00
C (-0.524, 3.715, 3.474)  0.00
C (0.905, -0.181, 3.620)  0.01
C (-0.033, -0.908, 4.358)  0.00
C (0.372, -1.787, 5.353)  0.00
C (1.725, -1.951, 5.625)  0.00
C (2.667, -1.239, 4.898)  0.00
C (2.260, -0.357, 3.902)  0.00
H (1.676, 2.095, 2.264)  0.03
H (-2.360, 0.875, 3.722)  0.00
H (-3.823, 2.390, 4.975)  0.00
H (-3.197, 4.766, 5.277)  0.00
H (-1.070, 5.607, 4.329)  0.00
H (0.411, 4.095, 3.075)  0.00
H (-1.093, -0.794, 4.162)  0.00
H (-0.367, -2.337, 5.923)  0.00
H (2.042, -2.634, 6.404)  0.00
H (3.723, -1.362, 5.110)  0.00
H (3.007, 0.193, 3.339)  0.00


Density functional theory data (the ωB97M-V functional and the def2-TZVPD basis) for a single C12H14ClN3OS molecule.

Last column: Löwdin charge in e.
Positions of all 32 atoms, in Å:
C (4.638, -4.183, -0.065)  0.01
C (3.541, -3.450, -0.071)  -0.17
C (2.151, -4.024, -0.077)  -0.19
N (1.374, -3.568, -1.213)  -0.01
C (0.867, -2.330, -1.380)  -0.86
S (0.178, -1.883, -2.825)  0.63
N (0.963, -1.441, -0.364)  0.03
N (0.245, -0.252, -0.439)  0.05
C (-0.249, 0.253, 0.722)  -0.42
O (0.030, -0.273, 1.790)  0.06
C (-1.082, 1.470, 0.591)  -0.13
C (-1.914, 1.806, 1.655)  -0.01
C (-2.717, 2.928, 1.586)  -0.02
C (-2.711, 3.753, 0.469)  -0.29
C (-3.575, 4.969, 0.388)  -0.07
C (-1.859, 3.410, -0.581)  -0.60
Cl (-1.797, 4.414, -1.990)  0.71
C (-1.053, 2.288, -0.536)  -0.04
H (5.618, -3.739, -0.065)  0.05
H (4.602, -5.260, -0.047)  0.06
H (3.593, -2.370, -0.094)  0.10
H (1.628, -3.743, 0.846)  0.12
H (2.193, -5.114, -0.121)  0.12
H (1.452, -4.100, -2.067)  0.12
H (1.076, -1.720, 0.610)  0.13
H (-0.143, -0.107, -1.371)  0.05
H (-1.917, 1.173, 2.528)  0.12
H (-3.363, 3.174, 2.416)  0.11
H (-4.242, 4.899, -0.471)  0.08
H (-4.169, 5.082, 1.290)  0.08
H (-2.961, 5.858, 0.252)  0.08
H (-0.396, 2.077, -1.365)  0.11


Density functional theory data (the ωB97M-V functional and the def2-TZVPD basis) for 2 unconnected molecules or ions with the total composition C10H14O2S.

Last column: Löwdin charge in e.
Positions of all 27 atoms, in Å:
C (1.322, 1.474, 1.107)  -0.09
C (0.001, 1.611, 1.056)  -0.06
C (-0.802, 0.186, -0.900)  -0.15
C (-0.307, -1.128, -0.600)  -0.11
C (2.178, 0.859, 0.080)  -0.13
C (2.102, -0.716, 0.268)  -0.13
C (-0.799, 1.292, -0.119)  -0.31
C (0.841, -1.486, -0.002)  -0.32
C (-1.780, 2.325, -0.717)  -0.05
C (1.094, -2.919, 0.267)  -0.09
O (-3.318, -1.688, -0.530)  -0.42
O (-3.963, 0.586, 0.054)  -0.43
S (-3.145, -0.563, 0.364)  0.91
H (1.699, 1.780, 2.073)  0.11
H (-0.681, 2.177, 1.691)  0.12
H (-1.420, 0.060, -1.896)  0.17
H (-0.886, -1.896, -0.861)  0.04
H (1.796, 1.052, -0.859)  0.09
H (3.111, 1.277, 0.346)  0.10
H (2.843, -1.285, -0.506)  0.16
H (2.341, -1.058, 1.201)  0.07
H (-1.539, 3.326, -0.135)  0.11
H (-2.735, 2.091, -0.456)  -0.01
H (-1.494, 2.531, -1.806)  0.11
H (2.044, -3.320, -0.357)  0.13
H (0.190, -3.373, -0.155)  0.07
H (1.307, -3.194, 1.393)  0.12


Table of energy (eV), in record order: -174412.8733 -42546.4284 -25523.2235